C2H5IN2OS | ωB97M-V with the def2-TZVPD basis set

```
12
Properties=species:S:1:pos:R:3:forces:R:3
C 0.679 -1.842 -0.070 -0.1 -0.3 -1.1
C -1.057 0.961 -0.031 0.8 -2.8 -1.5
N -0.358 -1.535 0.528 -1.6 -1.1 0.3
N 0.015 1.587 -0.694 0.0 -0.2 1.7
O 1.029 0.337 1.487 0.4 0.3 1.0
S -0.349 -0.193 1.546 0.3 1.1 -2.1
I 0.837 -3.323 -1.571 -0.2 0.0 0.4
H 1.550 -1.250 -0.065 1.3 0.5 0.4
H -1.644 1.654 0.398 -2.1 2.4 1.8
H -1.676 0.371 -0.700 0.1 -0.7 0.3
H 0.181 2.343 0.013 1.5 -0.8 -1.5
H 0.791 0.892 -0.841 -0.6 1.5 0.4
```
Forces are in eV/Å.

As for the highest occupied orbital energy: -9.116 eV. Its gap between HOMO and LUMO is 0.3423 Eh. The calculation puts the LUMO energy at 0.199 eV. As for the spin multiplicity: 1.

C2H5IN2OS | ωB97M-V with the def2-TZVPD basis set

```
12
Properties=species:S:1:pos:R:3:forces:R:3
C 0.114 -0.139 1.413 -0.6 -2.3 -1.5
S -1.159 -0.092 0.035 1.3 0.3 -0.2
N -0.272 -0.621 -1.354 -1.6 -4.1 0.0
N 0.165 0.162 -2.399 -3.6 0.9 -0.2
C -0.742 -2.036 -1.879 0.5 2.4 2.2
O -1.598 -2.662 -1.357 0.6 0.2 -0.7
I 0.661 -2.696 -3.312 -0.1 -0.4 -0.3
H -0.005 -1.028 2.026 -0.1 -0.5 -0.4
H -0.151 0.600 2.071 -0.3 2.4 1.3
H 1.134 -0.108 1.068 0.2 0.4 -0.3
H 1.084 0.387 -2.258 2.7 1.2 0.4
H -0.483 0.974 -2.483 1.1 -0.7 -0.2
```
Forces are in eV/Å.

As for the highest occupied orbital energy: -9.006 eV. Its gap between HOMO and LUMO is 0.3427 Eh. Its SMILES is CSN(N)C(=O)I. The calculation puts the LUMO energy at 0.319 eV. As for the spin multiplicity: 1.

C2H5INO | ωB97M-V with the def2-TZVPD basis set

```
10
Properties=species:S:1:pos:R:3:forces:R:3
I 0.763 1.226 -2.965 1.4 0.5 -5.3
O -0.911 -0.681 -1.177 -1.3 -1.3 -0.5
C -0.352 -0.178 -0.240 0.5 -0.3 1.3
N 0.308 0.970 -0.348 -0.2 0.4 4.6
C -0.209 -0.895 1.151 -0.9 -0.1 -1.3
H 0.325 1.503 -1.207 -0.4 0.5 0.6
H 0.719 1.367 0.484 0.0 -0.1 0.0
H 0.764 -1.383 1.105 0.2 0.4 0.7
H -0.941 -1.700 1.219 -0.1 0.0 -0.3
H -0.465 -0.232 1.978 0.8 0.1 0.1
```
Forces are in eV/Å.

As for the highest occupied orbital energy: -2.896 eV. Its gap between HOMO and LUMO is 0.2422 Eh. As for the net charge: -1. The calculation puts the LUMO energy at 3.695 eV. As for the spin multiplicity: 1.

C2H5IOS | ωB97M-V with the def2-TZVPD basis set

```
10
Properties=species:S:1:pos:R:3:forces:R:3
C -0.264 -0.171 -0.532 1.2 -0.9 0.8
C 0.544 -0.065 0.756 0.1 -1.5 -0.2
O 1.377 -2.491 -1.003 1.3 2.2 3.1
S 1.958 -1.198 0.730 -0.5 -2.5 -3.3
I 3.510 0.378 0.024 0.9 0.2 -0.5
H 0.270 0.225 -1.402 -0.2 0.2 0.3
H -0.299 -1.246 -0.652 -0.5 -0.2 -0.6
H -1.234 0.218 -0.392 -1.1 0.7 0.0
H 0.192 -0.519 1.672 -1.6 0.3 0.1
H 0.949 0.864 1.027 0.3 1.4 0.2
```
Forces are in eV/Å.

As for the highest occupied orbital energy (alpha / beta): -9.689 / -9.687 eV. Its gap between HOMO and LUMO (alpha / beta) is 0.3077 / 0.3072 Eh. The calculation puts the LUMO energy (alpha / beta) at -1.314 / -1.327 eV. As for the spin multiplicity: 1.

C2H5N2 | ωB97M-V with the def2-TZVPD basis set

```
9
Properties=species:S:1:pos:R:3:forces:R:3
C 0.266 1.099 -0.019 -4.5 -2.8 2.1
C 0.117 -0.410 0.024 4.0 -2.0 -0.7
N -1.752 0.580 0.016 1.4 1.1 -0.8
N -1.271 -0.550 -0.022 -0.8 -1.0 0.6
H 0.347 1.661 0.876 0.2 0.6 0.5
H 0.684 -0.876 -0.834 -1.1 0.3 0.4
H 0.686 1.303 -0.917 0.8 2.1 -2.7
H 0.664 -0.881 0.840 -0.6 -0.2 0.6
H -1.822 -1.496 -0.002 0.7 2.0 0.0
```
Forces are in eV/Å.

As for the highest occupied orbital energy: -16.065 eV. Its gap between HOMO and LUMO is 0.3563 Eh. As for the net charge: +1. The calculation puts the LUMO energy at -6.370 eV. As for the spin multiplicity: 1.

C2H5N2 | ωB97M-V with the def2-TZVPD basis set

```
9
Properties=species:S:1:pos:R:3:forces:R:3
H -0.977 0.883 -1.922 -0.8 0.0 -0.6
N -0.435 0.575 -1.142 -2.6 0.4 -1.2
C -1.023 -0.014 -0.190 -0.5 2.0 -3.3
N -0.059 -0.255 0.719 0.2 -0.5 4.7
C 1.127 -0.061 0.348 5.2 -2.3 3.0
H -2.016 -0.181 0.162 -0.9 -0.3 -0.6
H -0.403 -0.305 1.726 1.3 -0.3 -1.4
H 1.495 -0.036 -0.695 -0.6 0.2 1.0
H 1.906 -0.201 1.212 -1.3 0.7 -1.7
```
Forces are in eV/Å.

As for the highest occupied orbital energy: -16.268 eV. Its gap between HOMO and LUMO is 0.3661 Eh. Its SMILES is [H]/N=C/[NH+]=C. As for the net charge: +1. The calculation puts the LUMO energy at -6.306 eV. As for the spin multiplicity: 1.

C2H5N2 | ωB97M-V with the def2-TZVPD basis set

```
9
Properties=species:S:1:pos:R:3:forces:R:3
C 0.819 -0.511 0.306 2.9 -3.7 4.0
C -0.733 0.638 -0.376 -0.3 -0.9 1.8
N -0.405 -0.844 -0.189 0.2 2.3 -1.8
N 0.602 0.791 0.260 -2.4 0.0 -2.6
H 2.044 -1.836 0.493 -0.4 0.9 -0.9
H -0.881 1.065 -1.322 0.0 0.1 -1.6
H -1.538 0.863 0.288 -0.6 0.5 0.4
H -0.880 -1.739 -0.186 -0.3 -0.2 0.0
H 0.972 1.573 0.725 1.0 1.1 0.8
```
Forces are in eV/Å.

As for the highest occupied orbital energy (alpha / beta): -11.344 / -15.934 eV. Its gap between HOMO and LUMO (alpha / beta) is 0.2602 / 0.2335 Eh. As for the net charge: +1. The calculation puts the LUMO energy (alpha / beta) at -4.264 / -9.580 eV. As for the spin multiplicity: 3.

C2H5N2O | ωB97M-V with the def2-TZVPD basis set

```
10
Properties=species:S:1:pos:R:3:forces:R:3
C -1.666 -0.215 -0.592 -1.5 -1.0 -2.8
C 0.557 0.125 0.169 3.2 -0.8 -1.8
N -4.541 -0.442 0.437 -0.3 1.9 -1.4
N -0.834 -0.084 0.322 0.4 1.0 -3.4
O -5.035 0.435 -0.090 0.8 -1.8 1.1
H -1.480 -0.337 -1.726 -0.1 0.6 1.9
H 1.008 -0.773 0.545 0.5 -0.9 -0.3
H 1.005 0.797 0.839 -0.3 1.7 1.0
H 1.004 0.363 -0.879 -1.6 -0.6 1.7
H -1.216 -0.193 1.178 -1.1 -0.1 4.0
```
Forces are in eV/Å.

As for the highest occupied orbital energy (alpha / beta): -15.687 / -12.905 eV. Its gap between HOMO and LUMO (alpha / beta) is 0.4024 / 0.2194 Eh. As for the net charge: +1. The calculation puts the LUMO energy (alpha / beta) at -4.737 / -6.933 eV. As for the spin multiplicity: 1.

no.,calculated total energy (hartree)
1,-959.75535
2,-959.76628
3,-506.94458
4,-850.14147
5,-188.27210
6,-188.36179
7,-188.13449
8,-263.48521